1.
ORCA calculation (the ωB97M-V functional and the def2-TZVPD basis) on a molecular structure, C45H90Cl12CsNO13S6 in a non-equilibrium geometry.

The calculation puts the highest occupied orbital energy at -6.413 eV. Its spin multiplicity is 1. The calculation puts the LUMO energy at -0.74 eV. The value obtained for the strongest force on any atom is 0.0317 hartree/bohr. The frontier orbital gap is 5.67 eV. Its calculated total energy is -10732.95308 Ha.

Positions of all 168 atoms, in Å:
Cs  -0.80284  2.09027  3.53585
C  -2.08727  1.27104  0.35584
C  -1.53044  -0.09067  -0.14099
C  -1.38831  -0.02431  -1.66684
C  -0.11470  0.65204  -2.12320
C  1.06822  -0.07652  -1.50125
C  1.01721  -0.10123  0.05005
N  -0.28761  -0.64646  0.48261
O  -0.39067  -0.69959  1.91463
C  1.38590  1.30830  0.54620
C  2.13209  -1.07176  0.43753
C  -2.66100  -1.07401  0.17423
H  -2.92508  1.56613  -0.28006
H  -1.33741  2.06261  0.35712
H  -2.51302  1.16877  1.34899
H  -2.28181  0.39831  -2.12745
H  -1.38736  -1.08564  -1.95074
H  -0.15238  1.69629  -1.78852
H  -0.10315  0.71095  -3.21628
H  1.95245  0.52848  -1.72935
H  1.11926  -1.10076  -1.86713
H  0.70481  2.07226  0.16200
H  2.36730  1.67984  0.24360
H  1.28727  1.41742  1.61849
H  2.07039  -2.09739  0.06454
H  2.05958  -1.26356  1.51695
H  3.13192  -0.71808  0.18795
H  -3.54974  -0.92943  -0.44683
H  -2.92521  -1.13945  1.23091
H  -2.39271  -2.11648  -0.04887
C  -6.52815  -1.07372  1.28174
C  -7.84392  -0.76086  0.57425
C  -8.01458  0.77644  0.53297
S  -7.21723  1.39576  2.05668
O  -8.18027  1.80574  3.05307
O  -6.12288  2.27432  1.68541
C  -6.51746  -0.20998  2.54624
H  -5.72659  -0.71916  0.62573
H  -6.33598  -2.11978  1.50580
H  -8.69874  -1.11611  1.15144
H  -7.80273  -1.14590  -0.44256
H  -9.04950  1.10365  0.49327
H  -7.46528  1.20079  -0.30676
H  -7.28132  -0.60834  3.21562
H  -5.58560  -0.14046  3.09516
C  -2.25885  -3.40503  4.14937
C  -2.28637  -1.97505  4.66163
C  -3.28920  -1.87957  5.78568
S  -4.61621  -3.01241  5.29031
O  -5.67271  -2.20198  4.71560
O  -4.95197  -3.94438  6.34487
C  -3.69021  -3.84668  3.95058
H  -1.86025  -4.13300  4.86724
H  -1.64426  -3.46002  3.25237
H  -2.62495  -1.36004  3.82257
H  -1.24928  -1.71407  4.87863
H  -3.74615  -0.91301  5.99424
H  -2.92484  -2.20525  6.76315
H  -4.12598  -3.38916  3.05974
H  -3.89992  -4.90715  4.04436
C  3.32238  -3.25448  4.31800
C  1.96429  -3.76637  4.83895
C  1.16309  -4.05782  3.57597
S  2.37223  -4.88907  2.48597
O  2.34456  -4.37321  1.13297
O  2.34713  -6.31453  2.71171
C  3.85901  -4.20869  3.26755
H  4.06481  -3.02960  5.08643
H  3.18143  -2.25470  3.89264
H  1.46369  -3.15873  5.59179
H  2.11145  -4.69952  5.39592
H  0.95547  -3.11857  3.05820
H  0.22533  -4.58611  3.71572
H  4.39356  -3.72126  2.45603
H  4.41389  -5.07313  3.62523
C  1.61665  4.29081  -1.33893
C  0.44902  4.76282  -2.23579
C  -0.80335  4.77707  -1.36932
S  -0.26605  5.20872  0.31088
O  -0.85355  4.27035  1.26976
O  -0.45333  6.62463  0.46277
C  1.51636  4.84097  0.07396
H  2.56026  4.61291  -1.78789
H  1.72237  3.20656  -1.34910
H  0.39851  4.11440  -3.10662
H  0.73638  5.76115  -2.57184
H  -1.18676  3.75424  -1.28476
H  -1.66941  5.41310  -1.54601
H  1.75337  4.15664  0.88547
H  2.04794  5.78327  0.18345
C  3.19832  1.46900  -4.79600
C  4.72899  1.43708  -4.99034
C  5.00963  2.01702  -6.37260
S  3.87803  3.48124  -6.44989
O  3.36220  3.65640  -7.78031
O  4.46645  4.59006  -5.73443
C  2.57953  2.72635  -5.39384
H  2.84079  1.20060  -3.80109
H  2.83136  0.62688  -5.39405
H  5.13549  0.43189  -4.90907
H  5.19780  2.13085  -4.28379
H  4.63942  1.24590  -7.05202
H  5.99743  2.40037  -6.60316
H  1.85041  2.37794  -6.12551
H  2.11791  3.51872  -4.81076
C  4.96162  0.53902  3.88060
C  3.64132  1.33803  3.90513
C  2.78518  0.63679  4.93200
S  3.90738  0.21600  6.33068
O  3.60294  -1.13666  6.75524
O  3.90508  1.29557  7.29134
C  5.41506  0.19018  5.28397
H  5.75863  1.00276  3.30206
H  4.75117  -0.42232  3.39936
H  3.27361  1.20932  2.88665
H  3.80884  2.37990  4.17776
H  2.48483  -0.34456  4.55906
H  1.90991  1.15512  5.31145
H  5.76661  -0.83241  5.42647
H  6.23296  0.80752  5.65534
Cl  -3.30627  4.56824  -5.46789
C  -1.90533  3.59022  -5.01633
C  -2.16725  2.13415  -5.40318
Cl  -3.50348  1.48872  -4.39973
H  -1.80650  3.78493  -3.95259
H  -1.03556  3.97989  -5.54468
H  -1.31163  1.51593  -5.13482
H  -2.44980  1.99478  -6.44017
Cl  7.91230  1.93659  -1.29215
C  6.85696  0.53987  -1.55348
C  5.63501  0.51496  -0.63648
Cl  4.62199  1.89486  -1.05971
H  7.46373  -0.36094  -1.42890
H  6.59344  0.44196  -2.60634
H  6.00915  0.57524  0.38418
H  5.06665  -0.40092  -0.77230
Cl  -2.66654  -3.79076  -4.88784
C  -3.15501  -2.07044  -4.66261
C  -4.62505  -1.96209  -4.45230
Cl  -5.09500  -2.36261  -2.77429
H  -2.84054  -1.54612  -5.56319
H  -2.60572  -1.66221  -3.81771
H  -5.24591  -2.60891  -5.06767
H  -4.97091  -0.95103  -4.67076
Cl  -3.82415  6.38524  0.10641
C  -4.95433  5.02692  0.37877
C  -4.98195  4.07812  -0.79800
Cl  -5.86223  4.74567  -2.17498
H  -5.88350  5.54257  0.59963
H  -4.64261  4.50969  1.28146
H  -5.51097  3.15752  -0.55476
H  -4.00223  3.76546  -1.15590
Cl  -0.15907  -5.77050  -1.94934
C  -0.34126  -4.19976  -1.15675
C  -0.59403  -4.31081  0.34084
Cl  -2.24723  -4.85328  0.76905
H  -1.17780  -3.63966  -1.57464
H  0.57784  -3.63478  -1.29650
H  -0.52136  -3.30601  0.76300
H  0.13219  -4.99487  0.76005
Cl  3.74217  -2.62046  -2.34604
C  4.94820  -3.89877  -2.70024
C  5.68472  -3.61018  -4.00409
Cl  6.81024  -2.23111  -3.74834
H  4.31755  -4.78184  -2.76983
H  5.65687  -3.99010  -1.88277
H  5.02346  -3.25197  -4.78287
H  6.29678  -4.48081  -4.22093

Atomic partial charges in e from the Löwdin method, atoms 1 to 2:
1 Cs 0.909
2 C -0.060

---

2.
ORCA calculation (the ωB97M-V functional and the def2-TZVPD basis) on 12 unconnected molecules or ions with the total composition C45H90O21 in a non-equilibrium geometry.

The calculation puts the highest occupied orbital energy at -9.459 eV. For the energy above the lowest of the compared OMol25 structures with the same formula, charge and spin, the calculation gives 153.4 kJ/mol. Its spin multiplicity is 1. As for the SMILES: CCOC(C)=O.CCOC(C)=O.CCOC(C)=O.CCOC(C)=O.CCOC(C)=O.CCOC(C)=O.CCOC(C)=O.CCOC(C)=O.CCOC(C)=O.CC(C)=O.CC(C)=O.CC(C)=O. The calculation puts the LUMO energy at 0.53 eV. The value obtained for the strongest force on any atom is 0.0844 hartree/bohr. The frontier orbital gap is 9.99 eV. Its calculated total energy is -3348.68097 Ha.

Positions of all 156 atoms, in Å:
C  -8.85400  -20.36755  1.55428
C  -8.08118  -21.72306  1.35107
O  -8.05401  -22.56188  2.54820
C  -9.17438  -23.05957  2.98751
C  -8.97749  -24.06600  4.13016
O  -10.26652  -22.73855  2.51053
H  -9.76279  -20.49328  2.13792
H  -9.15356  -20.02282  0.51713
H  -8.18540  -19.63226  1.97560
H  -8.63603  -22.28429  0.57132
H  -7.05073  -21.56327  1.09504
H  -8.24500  -24.73032  3.79049
H  -9.86795  -24.57817  4.34543
H  -8.60386  -23.63929  5.11988
C  -4.89129  -24.64197  -3.86322
C  -5.46095  -24.79257  -2.49504
O  -4.53697  -24.11121  -1.51584
C  -5.20300  -23.73751  -0.36885
C  -4.30503  -23.00043  0.59983
O  -6.31246  -24.02051  -0.10518
H  -5.59178  -24.83853  -4.69354
H  -4.04406  -25.33919  -3.92361
H  -4.54942  -23.60340  -3.94559
H  -6.36597  -24.17802  -2.37135
H  -5.76879  -25.77196  -2.07314
H  -4.77328  -22.11596  0.96592
H  -3.35315  -22.79208  0.07729
H  -4.23677  -23.74456  1.40844
C  -9.13245  -28.58849  3.77135
C  -9.00629  -29.67669  2.71768
O  -8.85915  -29.13947  1.40433
C  -9.96680  -28.90730  0.76036
C  -9.73195  -28.13343  -0.55335
O  -11.10370  -29.08251  1.13869
H  -9.24585  -29.02509  4.80057
H  -10.08456  -28.09152  3.52724
H  -8.25666  -27.93813  3.64980
H  -8.07342  -30.19554  2.87742
H  -9.88979  -30.32385  2.65614
H  -8.87880  -28.44488  -1.18199
H  -9.44443  -27.17535  -0.21077
H  -10.62628  -28.02387  -1.06741
C  -11.90823  -18.84268  -3.55106
C  -11.36903  -18.37826  -2.17424
O  -11.87138  -19.20876  -1.12650
C  -11.39204  -20.50754  -1.11080
C  -12.20793  -21.37983  -0.21140
O  -10.38871  -20.84242  -1.71351
H  -11.65442  -18.04349  -4.30667
H  -13.02457  -18.97986  -3.56047
H  -11.39021  -19.78223  -3.84521
H  -10.28880  -18.32306  -2.16979
H  -11.70313  -17.37142  -1.82734
H  -11.50169  -22.04958  0.27220
H  -12.69209  -21.96331  -0.99303
H  -12.84134  -20.75650  0.37565
C  -4.78550  -27.31285  0.64913
C  -5.97022  -27.44078  1.52304
O  -5.78487  -26.51909  2.75455
C  -5.33942  -27.12376  3.88788
C  -4.89726  -26.10770  4.88497
O  -5.35043  -28.30516  4.09885
H  -4.94385  -27.78672  -0.30439
H  -3.86145  -27.74928  1.17774
H  -4.45198  -26.24641  0.48600
H  -6.93973  -27.08971  1.12626
H  -6.13687  -28.45818  1.88320
H  -3.96604  -25.76753  4.53403
H  -4.72650  -26.62043  5.83298
H  -5.65398  -25.32216  4.89610
C  -14.76992  -29.84077  -0.30608
C  -13.53599  -29.24811  -0.99172
O  -13.62355  -29.62521  -2.37362
C  -12.57140  -30.34126  -2.86313
C  -12.75321  -30.75132  -4.29102
O  -11.57143  -30.54775  -2.18489
H  -15.68922  -29.40746  -0.67607
H  -14.72975  -29.70927  0.78021
H  -14.89247  -30.90086  -0.35308
H  -13.39439  -28.14546  -0.97754
H  -12.66177  -29.68855  -0.52880
H  -13.39683  -30.09405  -4.87333
H  -13.31825  -31.69614  -4.24737
H  -11.87477  -30.97993  -4.81881
C  -13.31231  -26.81102  -5.89651
C  -12.55295  -25.54722  -5.51346
O  -13.30464  -24.27769  -5.54547
C  -13.37944  -23.55503  -6.66349
C  -14.12367  -22.28544  -6.38989
O  -12.71299  -23.83195  -7.61528
H  -12.67569  -27.67983  -5.93836
H  -13.70525  -26.65530  -6.87440
H  -14.21774  -26.97285  -5.28438
H  -12.23758  -25.61717  -4.52491
H  -11.74486  -25.47747  -6.22773
H  -13.35817  -21.64635  -6.06957
H  -14.84417  -22.50963  -5.59372
H  -14.50724  -21.83876  -7.33183
C  -8.95838  -23.08264  -9.67214
C  -8.41227  -24.22328  -8.93209
O  -8.96763  -24.22588  -7.57651
C  -8.34681  -23.57292  -6.62265
C  -8.98553  -23.75214  -5.27492
O  -7.28830  -22.96353  -6.79949
H  -8.54745  -22.10184  -9.35986
H  -10.04889  -22.99985  -9.49466
H  -8.90826  -23.33567  -10.71253
H  -8.78929  -25.22015  -9.23623
H  -7.29980  -24.18990  -8.81804
H  -8.55301  -24.60328  -4.80774
H  -10.07266  -23.84710  -5.30974
H  -8.66933  -22.83504  -4.70902
C  -7.05337  -20.73211  -2.01171
C  -7.55380  -19.64630  -2.88969
O  -8.12525  -20.12482  -4.13029
C  -8.77810  -19.20782  -4.80735
C  -9.44721  -19.75219  -6.03081
O  -8.85435  -18.05339  -4.49998
H  -6.22061  -21.32280  -2.35861
H  -7.87830  -21.31126  -1.59094
H  -6.60816  -20.18169  -1.16550
H  -8.38386  -19.02430  -2.43056
H  -6.85915  -18.77733  -3.15023
H  -8.70191  -20.22509  -6.60727
H  -9.83584  -18.87598  -6.47655
H  -10.22572  -20.39566  -5.71850
C  -8.52530  -30.26142  -4.14661
C  -8.45051  -28.76157  -4.27350
C  -9.40432  -28.12138  -5.22726
O  -7.70702  -28.17346  -3.48658
H  -9.52618  -30.62608  -3.84977
H  -7.83989  -30.66957  -3.42592
H  -8.22498  -30.69756  -5.10876
H  -10.11433  -27.49093  -4.64457
H  -10.04896  -28.84799  -5.71958
H  -8.81401  -27.56413  -5.95314
C  -10.34079  -24.72266  -2.17409
C  -11.33585  -25.18675  -1.09798
C  -10.99587  -25.18437  0.36812
O  -12.45479  -25.46844  -1.46890
H  -9.78235  -23.80680  -1.90699
H  -10.93240  -24.53248  -3.05937
H  -9.56097  -25.41790  -2.42569
H  -11.07955  -24.14636  0.71987
H  -9.96401  -25.52938  0.44569
H  -11.67177  -25.69677  0.99039
C  -16.28571  -23.95944  -3.23634
C  -16.77349  -25.39001  -3.32374
C  -16.05930  -26.34444  -2.31895
O  -17.55735  -25.84322  -4.07775
H  -16.96023  -23.38703  -3.85721
H  -15.28337  -23.88693  -3.62278
H  -16.44094  -23.51728  -2.27768
H  -14.95869  -26.39599  -2.41319
H  -16.48559  -27.32721  -2.52070
H  -16.17597  -26.10661  -1.25745

Atomic partial charges in e from the Löwdin method, atoms 1 to 2:
1 C -0.037
2 C -0.162